1.
Formula: C14H46O14
Source: the OMol25 dataset
Level of theory: wB97M-V/def2-TZVPD

Structure (ORCA input):
```
! wB97M-V def2-TZVPD RIJCOSX def2/J DEFGRID3
* xyz 0 1
C 1.1402 4.0637 1.5134
O 1.2689 2.6831 1.5930
H 0.8223 4.4133 0.5312
H 0.4355 4.4038 2.2722
H 2.1250 4.4221 1.8133
H 2.2168 2.5846 1.4768
C -2.8010 2.7488 1.6912
O -3.9846 3.2036 2.2621
H -2.0645 3.5396 1.5487
H -2.2646 2.0506 2.3338
H -3.0493 2.2084 0.7777
H -3.8932 4.1246 2.5169
C 1.6914 0.0787 -2.9573
O 0.9148 0.9917 -2.2136
H 2.7536 0.2767 -2.8138
H 1.5364 -0.9401 -2.6021
H 1.3828 0.1143 -4.0021
H 0.9854 0.7192 -1.2959
C 2.4776 -0.8146 2.4828
O 3.3885 0.2029 2.7612
H 1.5198 -0.3076 2.3655
H 2.7458 -1.1275 1.4737
H 2.4097 -1.6684 3.1569
H 3.4091 0.7807 1.9948
C -2.3419 1.6934 -1.6188
C -3.4302 1.9421 -2.6771
O -4.7728 1.8392 -2.1888
O -1.8001 0.3707 -1.6208
H -2.7174 1.8952 -0.6156
H -1.5022 2.3340 -1.8883
H -3.4315 1.2755 -3.5395
H -3.4660 2.9703 -3.0372
H -4.8872 1.1530 -1.5272
H -1.0743 0.4066 -0.9935
C -0.2329 0.5858 1.1074
C 1.1081 0.9105 0.3749
O 1.5315 -0.0658 -0.5569
O -1.2666 0.3890 0.2200
H -0.6054 1.2940 1.8476
H -0.0482 -0.3168 1.6898
H 1.9415 0.9597 1.0757
H 1.0057 1.8857 -0.1011
H 0.9304 -0.8140 -0.5386
H -2.0399 0.3448 0.7872
C 3.1693 -2.0672 -0.7393
C 4.6942 -2.0362 -0.2896
O 5.0416 -3.3584 0.1673
O 2.9105 -2.8722 -1.8546
H 2.8126 -1.0652 -0.9776
H 2.4933 -2.3174 0.0783
H 4.9475 -1.3085 0.4813
H 5.3493 -1.7126 -1.0985
H 4.9451 -3.2530 1.1166
H 3.4690 -3.6445 -1.7392
C -0.2712 -2.9003 -2.2116
C -0.5206 -1.7869 -1.2606
O 0.4456 -1.7874 -0.2067
O 0.8869 -2.6336 -2.9443
H -1.1131 -3.1993 -2.8360
H -0.0734 -3.7998 -1.6287
H -1.4983 -1.9272 -0.7997
H -0.6219 -0.8004 -1.7131
H 0.4841 -2.6715 0.1655
H 1.6385 -2.6365 -2.3471
C -2.8747 -0.7118 2.2163
C -2.0722 -1.9013 1.5849
O -3.0470 -2.7148 0.8096
O -2.9569 0.2766 1.2014
H -2.2627 -0.2079 2.9644
H -3.8434 -0.9240 2.6687
H -1.5527 -2.4672 2.3581
H -1.4416 -1.7007 0.7188
H -3.3237 -2.2119 0.0401
H -3.8812 0.5357 1.1961
*
```

Computed properties:
HOMO energy: -8.1 eV
relative energy (zero: lowest compared OMol25 entry of this formula, charge and spin): 1553.5 kJ/mol
lowest unoccupied orbital energy: 0.07 eV
electronic energy: -43909.4010 eV
max |F|: 0.260 hartree/bohr

***

2.
Formula: C30H29AsFN4O8SbSe4Ti
Source: the OMol25 dataset
Level of theory: wB97M-V/def2-TZVPD

Structure (ORCA input):
```
! wB97M-V def2-TZVPD RIJCOSX def2/J DEFGRID3
* xyz -2 1
Ti -0.6520 1.6958 0.7741
O -3.1779 3.4130 4.6111
C -2.6207 3.2346 3.5206
O -3.1063 2.9825 2.3976
C -1.0895 3.3061 3.5639
C -0.4272 3.6386 4.7275
C 0.9568 3.7388 4.7442
C 1.6676 3.5424 3.5809
C 0.9267 3.2498 2.4417
N -0.3958 3.1225 2.4311
C 1.6296 3.0870 1.1141
O 2.8443 3.0689 1.1137
O 0.7934 2.9380 0.1190
H -1.0453 3.7889 5.6019
H 1.4761 3.9685 5.6674
H 2.7418 3.5962 3.5090
C -0.6153 -5.0756 3.1947
C 0.4109 -4.9538 2.0787
C -0.0101 -5.7894 0.8793
C 1.0514 -5.7732 -0.2056
C 1.5719 -4.3814 -0.4364
C 2.3256 -4.0968 -1.5488
C 2.6175 -2.7798 -1.8950
F 3.3741 -2.5670 -2.9919
C 2.0901 -1.7251 -1.2148
C 1.3586 -2.0003 -0.0528
C 0.7213 -0.9332 0.6616
O 0.5446 0.2111 0.1077
C 0.2743 -1.2317 1.9468
C 0.2175 -2.5204 2.3959
N 0.5940 -3.5544 1.6362
C 1.1750 -3.3164 0.3955
C -0.4023 -0.1499 2.7378
O -0.0630 0.0882 3.8794
O -1.3513 0.4605 2.0525
H -0.7775 -6.1355 3.3910
H -1.5601 -4.6287 2.8781
H -0.2871 -4.6182 4.1280
H 1.3864 -5.3114 2.4351
H -0.9574 -5.3929 0.5008
H -0.1808 -6.8121 1.2224
H 0.6051 -6.1042 -1.1459
H 1.8636 -6.4703 0.0275
H 2.6393 -4.8927 -2.2134
H 2.1970 -0.7061 -1.5577
H -0.2095 -2.7309 3.3614
C -1.5038 4.3737 -1.8072
As -2.1154 3.8388 -0.0256
C -4.0393 3.9151 -0.1843
C -1.6926 5.4539 0.8798
H -1.4932 5.4613 -1.8919
H -2.1647 3.9595 -2.5633
H -0.5019 3.9737 -1.9710
H -4.3225 4.0769 -1.2214
H -4.3906 4.7250 0.4537
H -4.4480 2.9759 0.1661
H -2.0942 6.3036 0.3234
H -0.6098 5.5609 0.9411
H -2.1222 5.4375 1.8786
N 1.0993 -2.4112 -5.2252
C 2.0854 -1.4929 -5.2864
O 3.1241 -1.6583 -5.9121
C 1.8164 -0.2203 -4.5325
C 2.8900 0.4895 -4.0126
C 2.6359 1.6583 -3.3166
N 1.4139 2.1508 -3.1262
C 0.3914 1.4536 -3.6099
C 0.5373 0.2702 -4.3194
H 1.2920 -3.3077 -5.6367
H 0.3379 -2.3418 -4.5539
H 3.8986 0.1247 -4.1553
H 3.4521 2.2275 -2.8824
H -0.5967 1.8495 -3.4090
H -0.3382 -0.2485 -4.6850
Se -2.8387 -2.7593 0.7265
Sb -2.7566 -1.6203 -1.3779
Se -2.3280 1.0644 -0.9227
Se -4.7591 -1.1913 -2.6236
Se -0.9845 -2.5724 -2.6829
*
```

Computed properties:
HOMO energy: -2.0 eV
relative energy (zero: lowest compared OMol25 entry of this formula, charge and spin): 91.5 kJ/mol
lowest unoccupied orbital energy: 3.60 eV
electronic energy: -408525.4372 eV
max |F|: 0.065 hartree/bohr

***

3.
Formula: C4H10ClN3O
Source: the OMol25 dataset
Level of theory: wB97M-V/def2-TZVPD

Structure (ORCA input):
```
! wB97M-V def2-TZVPD RIJCOSX def2/J DEFGRID3
* xyz 0 1
C 2.2279 -1.2921 1.7692
N 1.0727 -1.2333 0.6348
N 0.9352 -1.8728 -0.4882
C 0.5561 0.0484 0.5138
O 0.7824 0.9228 1.2562
N -0.4793 0.2323 -0.4784
C -1.1318 1.5435 -0.2398
C -2.2806 1.5635 -1.1914
Cl -1.4204 1.6531 -2.9215
H 2.1103 -2.3281 2.0431
H 3.3467 -0.9887 1.4922
H 1.9139 -0.5092 2.5683
H 0.6682 -1.4240 -1.3621
H 0.3585 -2.8372 -0.1027
H -0.8219 -0.5113 -1.0581
H -0.3979 2.3734 -0.6772
H -1.5612 1.6297 0.7391
H -3.1327 2.3787 -1.2068
H -2.7462 0.6512 -1.2906
*
```

Computed properties:
HOMO energy: -8.3 eV
lowest unoccupied orbital energy: 0.67 eV
electronic energy: -23346.7887 eV
max |F|: 0.171 hartree/bohr

***

4.
Formula: C2H10N4S2
Source: the OMol25 dataset
Level of theory: wB97M-V/def2-TZVPD

Structure (ORCA input):
```
! wB97M-V def2-TZVPD RIJCOSX def2/J DEFGRID3
* xyz 2 1
N 2.4041 0.4952 1.4169
C 2.5385 0.2108 0.1220
N 3.5874 -0.5642 -0.3217
S 1.2698 0.4705 -1.0750
S -0.3664 1.3352 -0.0254
C -1.6055 -0.2118 -0.0850
N -1.6434 -0.9754 -1.2287
N -3.0691 0.5049 0.0888
H 3.2409 0.5772 2.0187
H 1.7240 1.2534 1.5433
H 4.1329 -0.8614 0.4812
H 3.5465 -1.1868 -1.1356
H -1.4691 -0.8397 0.8221
H -1.7782 -0.5195 -2.0416
H -2.3414 -1.7223 -1.0953
H -3.8002 0.2628 -0.6255
H -2.8709 1.5784 0.1752
H -3.4998 0.1927 0.9657
*
```

Computed properties:
HOMO energy: -17.8 eV
relative energy (zero: lowest compared OMol25 entry of this formula, charge and spin): 169.2 kJ/mol
lowest unoccupied orbital energy: -8.04 eV
electronic energy: -29850.3038 eV
max |F|: 0.081 hartree/bohr

***

5.
Formula: C13H26Cl12N3O2
Source: the OMol25 dataset
Level of theory: wB97M-V/def2-TZVPD

Structure (ORCA input):
```
! wB97M-V def2-TZVPD RIJCOSX def2/J DEFGRID3
* xyz 1 1
C -1.2377 2.2791 0.8365
C -1.6855 0.9644 0.9111
C -1.4076 0.0502 -0.3133
N -0.9219 -1.3004 0.0254
C 0.2279 -1.4941 0.6029
N 0.6009 -2.8849 0.8341
N 1.1325 -0.4596 1.0280
C 1.8397 0.2053 -0.0867
O 2.3231 -0.6983 -1.0724
C 3.1246 0.1101 -1.9257
C 2.5030 1.1354 -2.9355
O 4.3168 0.0582 -1.8788
H -0.6434 2.7734 1.6253
H -1.4599 2.8330 -0.1066
H -2.2335 0.6235 1.8098
H -2.3877 -0.0992 -0.8344
H -0.7458 0.5079 -1.0788
H -1.5005 -2.1008 -0.2193
H 0.2331 -3.2084 1.7341
H 0.0756 -3.4276 0.1392
H 0.7069 0.1988 1.6786
H 2.7358 0.6976 0.3752
H 1.2091 1.0357 -0.4866
H 1.4137 1.2337 -2.7338
H 2.9476 2.1423 -2.7556
H 2.7393 0.8756 -3.9864
C -2.4695 0.4324 -4.4088
Cl -2.5020 -0.9621 -3.3258
Cl -1.1357 1.5088 -3.9889
H -2.3349 0.0805 -5.4270
H -3.4058 0.9755 -4.3250
C 1.9456 4.2190 -5.5839
Cl 1.4366 4.2224 -3.8884
Cl 3.6001 3.6261 -5.7564
H 1.2796 3.5735 -6.1485
H 1.8922 5.2330 -5.9676
C -5.5737 1.5518 2.1608
Cl -3.9747 1.9655 1.5082
Cl -6.0520 -0.0608 1.6241
H -5.5292 1.5662 3.2456
H -6.3034 2.2764 1.8110
C -6.4902 -3.3006 -0.4292
Cl -7.0158 -3.3563 1.2556
Cl -4.7945 -3.7886 -0.5959
H -7.1080 -3.9754 -1.0133
H -6.5998 -2.2851 -0.7980
C 2.9654 -2.3226 3.6980
Cl 3.2740 -3.9209 4.3814
Cl 2.7327 -1.1144 4.9658
H 3.8131 -2.0330 3.0840
H 2.0742 -2.3591 3.0815
C 6.3545 -0.8202 5.8647
Cl 6.9387 0.8239 5.5799
Cl 7.3658 -1.6694 7.0377
H 5.3400 -0.7709 6.2461
H 6.3708 -1.3664 4.9260
*
```

Computed properties:
HOMO energy: -12.1 eV
lowest unoccupied orbital energy: -4.11 eV
electronic energy: -172726.8338 eV
max |F|: 0.062 hartree/bohr

***

6.
Formula: C44H42FN10O6Sr
Source: the OMol25 dataset
Level of theory: wB97M-V/def2-TZVPD

Structure (ORCA input):
```
! wB97M-V def2-TZVPD RIJCOSX def2/J DEFGRID3
* xyz -1 1
Sr -0.5305 -0.0639 -0.0174
O -0.6482 1.4230 1.5746
C -0.0764 1.5682 2.6967
C -0.7982 2.0861 3.8105
C -0.2079 2.3397 5.0222
C 1.1470 2.0717 5.2123
C 1.8769 1.5251 4.1792
C 1.3066 1.2461 2.9336
C 2.1172 0.6512 1.9177
N 1.6898 0.3375 0.7483
N 2.5432 -0.1765 -0.1300
C 2.1256 -0.2780 -1.3804
O 1.0499 0.1739 -1.8325
C 3.1042 -0.9736 -2.2664
C 2.8970 -1.0532 -3.6397
C 3.7827 -1.7526 -4.4397
C 4.8873 -2.3747 -3.8824
C 5.1012 -2.2964 -2.5143
C 4.2207 -1.5958 -1.7145
H -1.8480 2.3091 3.6608
H -0.7997 2.7649 5.8266
H 1.6194 2.3006 6.1568
H 2.9317 1.3069 4.3189
H 3.1714 0.4584 2.1633
H 2.0190 -0.5778 -4.0543
H 3.5985 -1.8239 -5.5030
H 5.5652 -2.9420 -4.5078
H 5.9540 -2.7908 -2.0666
H 4.3612 -1.5295 -0.6458
C -5.3739 1.2962 -6.1199
C -5.6211 1.9652 -4.7684
N -4.4575 1.9046 -3.9130
C -4.3496 0.8307 -3.0591
C -3.3803 0.6536 -2.1414
C -3.5229 -0.5693 -1.1865
O -4.5142 -1.2751 -1.3879
O -2.6820 -0.6677 -0.2821
C -2.3373 1.6468 -2.0003
O -1.3951 1.6074 -1.2186
C -2.5122 2.8194 -2.8717
C -1.6433 3.9058 -2.7043
C -1.8036 5.0545 -3.4408
F -0.9823 6.1136 -3.1417
C -2.7440 5.1470 -4.4650
C -3.5686 4.0289 -4.6831
C -3.5294 2.9092 -3.8409
N -2.9016 6.2862 -5.3306
C -2.0763 7.4605 -5.0941
C -2.2620 8.3849 -6.3170
N -2.7800 7.5015 -7.3877
C -4.2117 7.2415 -7.1163
C -4.2493 6.7322 -5.6531
H -6.2736 1.3265 -6.7316
H -5.0954 0.2577 -5.9629
H -4.5597 1.7863 -6.6499
H -6.4349 1.4466 -4.2538
H -5.9279 3.0086 -4.9020
H -5.1290 0.0850 -3.1335
H -0.8726 3.8283 -1.9541
H -4.2430 4.0388 -5.5252
H -1.0334 7.1573 -5.0087
H -2.3503 7.9911 -4.1724
H -1.3214 8.8494 -6.6069
H -2.9902 9.1760 -6.1279
H -2.3355 6.5760 -7.1741
H -2.5823 7.8287 -8.3348
H -4.5832 6.4952 -7.8207
H -4.7885 8.1596 -7.2399
H -4.9607 5.9180 -5.5487
H -4.5694 7.5398 -4.9802
C -5.0126 2.2797 5.3106
C -5.7818 1.2553 4.4800
N -4.9023 0.4507 3.6495
C -5.0355 0.6208 2.2160
C -4.5046 1.9601 1.7149
C -4.2652 -0.5751 4.2694
O -4.4439 -0.8077 5.4590
C -3.3089 -1.4003 3.4799
C -3.2824 -2.7789 3.6719
C -2.3123 -3.5253 3.0279
C -1.3699 -2.8556 2.2582
N -1.3632 -1.5444 2.1060
C -2.3183 -0.8393 2.6760
H -5.7037 2.8250 5.9511
H -4.4881 2.9822 4.6676
H -4.2845 1.7738 5.9389
H -6.5016 1.7600 3.8295
H -6.3205 0.5835 5.1600
H -6.1048 0.5399 1.9679
H -4.5158 -0.1830 1.6980
H -5.0103 2.7948 2.1983
H -4.6648 2.0191 0.6415
H -3.4371 2.0422 1.8899
H -4.0221 -3.2417 4.3117
H -2.2692 -4.5992 3.1371
H -0.5781 -3.3914 1.7558
H -2.2703 0.2199 2.5002
N 0.2746 -2.2212 -0.4516
C 0.6362 -3.1707 -1.0082
C 1.0512 -4.3244 -1.6269
C 0.8368 -5.5583 -1.0262
N 0.6735 -6.5989 -0.5497
C 1.6463 -4.3184 -2.8818
N 2.1335 -4.3751 -3.9285
*
```

Computed properties:
HOMO energy: -3.0 eV
relative energy (zero: lowest compared OMol25 entry of this formula, charge and spin): 388.5 kJ/mol
lowest unoccupied orbital energy: -0.75 eV
electronic energy: -77049.9177 eV
max |F|: 0.054 hartree/bohr

***

7.
Formula: C25H60I2N3NbO15P2
Source: the OMol25 dataset
Level of theory: wB97M-V/def2-TZVPD

Structure (ORCA input):
```
! wB97M-V def2-TZVPD RIJCOSX def2/J DEFGRID3
* xyz -2 1
C -2.3763 -2.0100 2.1713
C -3.3509 -0.9160 2.8774
O -4.2895 -1.5817 3.7604
C -2.3582 0.0093 3.7705
O -1.2854 0.5794 2.9833
Nb -1.5657 2.5996 2.5272
I 1.2926 2.8860 2.7041
C -1.4477 2.0449 0.3156
C -0.1383 1.2564 -0.1312
O 0.4255 0.3314 0.4777
I 0.7912 1.7978 -2.0779
C -3.8380 2.3886 2.3543
O -4.4538 2.1487 1.2433
O -4.6521 2.4803 3.4893
P -1.8733 5.0424 1.7932
C -0.3986 6.1277 2.2702
O -3.2404 5.6434 2.6809
P -1.6541 3.3073 4.9918
O -0.4478 4.2843 5.2192
O -1.3667 2.0007 6.1125
O -3.0445 4.2020 5.4407
H -3.0132 -2.6309 1.4523
H -1.8604 -2.6930 2.9451
H -1.5973 -1.4682 1.5104
H -3.8381 -0.3429 2.0207
H -5.0172 -1.8992 3.1817
H -2.9350 0.7461 4.4201
H -1.8579 -0.7362 4.5069
H -2.3427 1.4382 -0.0776
H -1.4566 3.0268 -0.2945
H -0.8399 7.1404 2.6256
H 0.2887 6.4054 1.3850
H 0.2325 5.7428 3.1374
H -3.2617 6.6080 2.4772
H -0.5966 1.5409 5.6870
H -2.7938 4.9135 6.0691
C 4.5448 6.1923 -6.8160
O 4.9167 4.8608 -6.4999
C 6.2013 4.7485 -5.8855
C 6.0779 4.4310 -4.3925
N 5.5594 5.5732 -3.6401
C 5.1050 5.2514 -2.2821
C 4.0145 4.1754 -2.1158
O 2.7272 4.5597 -2.5780
C 2.5452 4.4661 -3.9809
H 3.6971 6.1505 -7.5026
H 4.2258 6.7366 -5.9246
H 5.3616 6.7313 -7.3072
H 6.8218 5.6332 -6.0623
H 6.6965 3.9004 -6.3699
H 7.0635 4.1600 -3.9986
H 5.4249 3.5582 -4.3026
H 4.7784 5.9744 -4.1453
H 4.7150 6.1821 -1.8567
H 5.9739 4.9660 -1.6838
H 3.8963 4.0075 -1.0391
H 4.2998 3.2046 -2.5330
H 3.0748 3.6110 -4.4105
H 2.8573 5.3970 -4.4581
H 1.4789 4.3437 -4.1767
C 1.9816 -1.3990 2.7533
O 3.3237 -1.5162 3.2157
C 3.5237 -2.5724 4.1500
C 4.2769 -3.7410 3.5085
N 3.4455 -4.4450 2.5319
C 4.1837 -5.3489 1.6469
C 5.3300 -4.7607 0.8009
O 4.9110 -3.8937 -0.2446
C 4.5926 -2.5694 0.1681
H 1.8756 -0.4286 2.2666
H 1.7501 -2.1699 2.0139
H 1.2662 -1.4505 3.5798
H 2.5868 -2.8979 4.6133
H 4.1550 -2.1608 4.9452
H 4.5864 -4.4450 4.2894
H 5.1789 -3.3269 3.0480
H 2.9646 -3.7641 1.9552
H 3.4494 -5.7740 0.9541
H 4.5763 -6.1765 2.2440
H 5.8188 -5.6046 0.2985
H 6.1112 -4.2878 1.4045
H 5.2440 -2.2198 0.9735
H 3.5452 -2.5154 0.4648
H 4.7202 -1.9071 -0.6890
C -8.1344 -4.5351 -0.5848
O -7.6543 -3.8392 -1.7233
C -6.7226 -2.7981 -1.4150
C -5.2963 -3.1970 -1.8023
N -4.7736 -4.2455 -0.9254
C -3.5641 -4.9065 -1.4257
C -3.6279 -5.5769 -2.8118
O -4.4337 -6.7500 -2.8691
C -5.8291 -6.5095 -2.9681
H -9.0129 -5.1091 -0.8872
H -7.3892 -5.2391 -0.2074
H -8.4296 -3.8455 0.2120
H -6.7862 -2.4842 -0.3687
H -7.0106 -1.9403 -2.0307
H -4.6460 -2.3186 -1.7377
H -5.3259 -3.5215 -2.8470
H -5.4860 -4.9536 -0.7944
H -3.3092 -5.6823 -0.6957
H -2.7448 -4.1835 -1.4219
H -2.6114 -5.9127 -3.0485
H -3.9002 -4.8831 -3.6131
H -6.0548 -5.6305 -3.5776
H -6.2598 -6.4116 -1.9710
H -6.2911 -7.3803 -3.4363
*
```

Computed properties:
HOMO energy: -1.9 eV
lowest unoccupied orbital energy: 3.42 eV
electronic energy: -98405.5743 eV
max |F|: 0.125 hartree/bohr

***

8.
Formula: C3H6O2
Source: the OMol25 dataset
Level of theory: wB97M-V/def2-TZVPD

Structure (ORCA input):
```
! wB97M-V def2-TZVPD RIJCOSX def2/J DEFGRID3
* xyz 0 1
C 1.2305 -0.3108 0.0240
C -0.0547 0.4684 0.3139
O -0.2095 1.2462 -0.9185
C -1.2513 -0.4375 0.4356
O -1.8784 -0.7416 -0.5536
H 2.0836 -0.1102 0.6923
H 1.1113 -1.3960 -0.1117
H 1.1822 0.2962 -0.9517
H 0.0377 1.1729 1.1463
H -0.7639 0.7050 -1.5130
H -1.5211 -0.8365 1.4321
*
```

Computed properties:
HOMO energy: -10.5 eV
relative energy (zero: lowest compared OMol25 entry of this formula, charge and spin): 197.5 kJ/mol
lowest unoccupied orbital energy: 0.82 eV
electronic energy: -7301.6313 eV
max |F|: 0.061 hartree/bohr